(1)
This record from the Open Molecules 2025 dataset describes a 3-piece molecular cluster, C6H17NO3 overall at a distorted geometry. The level of theory is the ωB97M-V functional and the def2-TZVPD basis.

```
! RIJCOSX wB97M-V def2-TZVPD def2/J DEFGRID3
* xyz 1 2
C -1.256 1.191 -2.680
O -0.873 0.564 -3.895
C -1.317 0.072 -1.572
C -0.246 0.258 -0.517
C -0.656 -0.197 0.849
C -1.096 0.749 1.752
N -1.494 0.426 2.988
C -0.546 -1.674 1.093
H -0.662 2.109 -2.570
H -2.303 1.442 -2.900
H 0.038 0.563 -4.186
H -1.217 -0.842 -2.165
H -2.347 0.076 -1.154
H -0.051 1.353 -0.492
H 0.699 -0.226 -0.823
H -1.047 1.784 1.409
H -1.988 -0.455 3.075
H -1.651 1.069 3.752
H 0.338 -1.981 0.540
H -0.488 -2.014 2.134
H -1.447 -2.088 0.608
H 3.382 -0.891 0.580
H 3.706 -2.066 -0.409
O 3.878 -1.120 -0.225
H 2.274 1.026 1.871
H 1.513 -0.383 1.804
O 2.278 0.094 2.129
*
```

The value obtained for the maximum force is 1.7 eV/A. Its energy above the lowest of the compared OMol25 structures with the same formula, charge and spin is 76.73 kJ/mol. The value obtained for the HOMO energy (spin up / spin down) is -13.37 / -13.39 eV.

***

(2)
This record from the Open Molecules 2025 dataset describes a 2-piece molecular cluster, C6H17NOS overall at a distorted geometry. The level of theory is the ωB97M-V functional and the def2-TZVPD basis.

```
! RIJCOSX wB97M-V def2-TZVPD def2/J DEFGRID3
* xyz 0 1
C -0.936 0.865 -0.692
N 0.476 0.461 -0.542
C 0.925 0.107 0.813
C 1.224 1.290 1.700
S 2.079 0.930 3.234
C -1.910 -0.292 -0.397
C -2.535 -2.202 -2.051
C -2.731 -0.735 -1.624
H -1.197 1.765 -0.117
H -1.028 1.147 -1.739
H 1.027 1.261 -0.849
H 0.205 -0.588 1.246
H 1.784 -0.558 0.680
H 1.843 2.022 1.181
H 0.331 1.919 1.804
H 1.138 0.196 3.832
H -2.584 -0.014 0.403
H -1.311 -1.145 -0.058
H -3.095 -2.364 -2.965
H -1.461 -2.388 -2.154
H -2.876 -2.852 -1.238
H -2.642 -0.067 -2.489
H -3.793 -0.615 -1.365
H 1.143 -0.297 -2.374
H 1.477 -1.736 -2.718
O 1.169 -0.918 -3.121
*
```

The value obtained for the maximum force is 1.3 eV/A. Its energy above the lowest of the compared OMol25 structures with the same formula, charge and spin is 27.71 kJ/mol. Its structure (SMILES) is CCCCNCCS.O. The value obtained for the HOMO energy is -9.10 eV.

***

(3)
This record from the Open Molecules 2025 dataset describes a 3-piece molecular cluster, C6H17NOSi overall at a distorted geometry. The level of theory is the ωB97M-V functional and the def2-TZVPD basis.

```
! RIJCOSX wB97M-V def2-TZVPD def2/J DEFGRID3
* xyz 0 1
C 3.845 -0.521 -0.525
C -0.426 1.654 2.301
C -0.930 -1.220 0.332
C -1.365 1.286 -1.670
C -3.659 0.559 0.468
C 2.709 0.277 -0.782
N -0.387 1.470 1.081
O 2.872 1.422 -1.158
Si -1.641 0.604 0.118
H 3.710 -1.546 -0.892
H 4.857 -0.159 -0.875
H 3.916 -0.511 0.642
H -1.343 1.436 2.984
H 0.379 2.183 2.749
H 2.599 -4.235 -0.327
H -1.497 -1.959 0.925
H -0.903 -1.546 -0.778
H -0.001 -1.267 0.749
H -2.043 2.192 -1.711
H -0.265 1.585 -1.791
H -1.711 0.604 -2.336
H -3.943 1.365 1.322
H -4.251 1.043 -0.340
H -4.258 -0.315 0.775
H 1.712 -0.139 -0.474
H 2.023 -4.258 -0.789
*
```

The value obtained for the maximum force is 4.6 eV/A. Its energy above the lowest of the compared OMol25 structures with the same formula, charge and spin is 343.17 kJ/mol. Its structure (SMILES) is C=N[Si](C)(C)C.[H][H].CC=O. The value obtained for the HOMO energy is -9.26 eV.

***

> Look up the maximum force of the second one.

1.3 eV/A

***

> Among the records above, which one has the lowest maximum force?

C6H17NOS

***

> What is the formula in the third record?

C6H17NOSi